Below is a cluster of 8 separate species, C42H103F12N5O7P2 in total, with properties calculated with wB97M-V/def2-TZVPD.

Positions of all 171 atoms, in Å:
C -0.51 -0.54 0.75
F -3.22 4.39 -2.99
F 4.82 0.33 -4.81
H -2.30 -1.11 -2.26
C -5.47 -3.57 -4.22
O -0.34 -0.79 1.97
C 3.41 -3.16 0.56
C 0.07 0.77 0.16
H 4.01 -0.60 0.11
H -0.42 -0.49 -2.95
C -1.20 -2.82 -4.18
C -0.30 -3.01 -2.95
H -0.15 -0.21 7.45
C -3.72 -2.49 -2.98
C -2.20 -1.30 -5.73
H -1.38 4.76 -4.95
C 6.24 1.05 3.27
H -7.27 -2.78 3.67
C 1.48 0.72 6.29
C -3.51 -5.13 2.80
F -4.21 2.37 -3.61
N -1.74 -1.41 -4.28
H 1.57 3.89 -5.26
H 0.00 -4.06 -2.83
H -1.14 -5.41 3.51
O 5.67 0.11 2.38
C 3.06 -3.59 3.59
C -3.33 -0.25 -5.92
H 0.61 -2.41 -3.01
H -1.10 0.56 -4.28
H -3.23 0.02 -6.97
P 3.52 0.55 -3.91
H -1.36 -0.91 -6.31
H -6.06 -3.64 -3.29
O 3.40 5.22 -5.37
H -6.22 -3.47 -5.00
C -6.31 -2.62 4.16
C -1.46 -4.31 1.66
F 2.92 1.66 -4.93
H -4.39 -2.30 -2.14
H 0.66 1.15 8.25
H 5.37 5.35 -5.95
H -6.25 -3.31 5.02
H 0.34 4.00 -0.97
H -1.25 4.16 5.06
F 4.19 -0.45 -2.81
H -1.64 -5.02 0.85
H -1.06 0.62 4.04
C 3.22 6.14 -4.32
H 0.49 3.07 -4.15
C 1.01 3.39 -1.58
H -3.06 0.65 -5.36
H 1.56 0.30 3.63
C -0.50 4.45 -5.52
H -6.39 -1.59 4.53
O -4.61 -2.46 -4.11
O -1.10 -1.28 -0.08
H 2.38 -3.52 4.44
H -0.40 5.36 -6.13
H 4.54 3.95 -6.42
C -1.22 3.11 4.73
C 2.54 2.21 3.89
F -2.02 2.44 -3.28
H 0.55 1.72 3.21
H 7.33 1.05 3.36
C 1.71 6.26 -4.13
H -3.89 -3.05 4.91
H 5.96 2.05 2.95
H 1.62 6.97 -3.31
H 1.38 -2.57 -0.01
H 3.77 5.80 -3.44
H 2.17 1.55 6.43
H 3.95 -2.91 -0.35
O -5.22 -2.90 3.29
H -3.18 -6.10 2.41
H 5.37 -3.19 2.07
H 2.63 3.82 -3.04
H -0.48 -2.99 -4.99
H -0.79 -2.83 -1.98
N 1.01 5.03 -3.57
H -4.59 -5.10 2.84
C -0.58 0.28 4.95
N -2.89 -3.97 2.10
H -2.63 -2.27 -5.97
H -1.14 -3.39 1.16
H 6.84 -1.48 2.90
C 5.78 -1.20 2.86
C -0.22 5.62 -2.93
F -2.38 3.46 -1.17
H 3.91 -4.04 0.96
O -0.96 3.05 3.36
H -1.25 0.40 5.80
H -2.59 4.25 2.90
H 5.37 -1.34 3.87
C 1.94 -3.47 0.23
H 4.05 -3.76 3.99
H 0.19 -5.49 2.43
H -3.08 -2.70 0.49
H 2.30 3.16 4.38
C -0.07 2.56 5.59
H 5.66 -2.04 0.85
H 0.63 1.26 0.96
H -0.59 6.46 -3.50
C -2.76 -2.81 3.08
H 3.28 -1.39 3.51
H 1.46 -4.01 1.05
C 0.67 4.01 -4.65
H 1.88 -2.05 2.65
H 3.34 1.67 4.40
C 2.93 -2.23 2.91
H 2.00 -4.08 -0.66
H 2.73 -4.37 2.91
H 3.50 7.18 -4.52
H -0.42 2.39 6.61
C -1.54 4.13 2.63
C 0.81 0.28 7.60
H -0.66 1.42 -0.31
H -0.98 4.89 -2.71
C 5.20 -2.14 1.83
N 0.56 1.25 5.20
H -3.03 -5.08 -0.51
H 1.71 2.88 -0.92
H -4.90 -4.51 -4.23
F -3.35 1.43 -1.68
H -0.95 5.02 2.84
H -1.92 -3.00 3.74
H -3.26 -0.34 -3.51
C -4.03 -2.56 3.93
H -0.07 -4.04 3.37
H -2.03 -3.50 -4.37
H 2.92 2.48 2.90
F 2.73 -0.65 -4.68
H -4.50 -4.19 -0.95
H 0.35 2.69 -2.09
H 2.28 5.09 -1.91
F 4.18 1.80 -3.07
C 1.31 1.32 3.88
H 0.76 0.60 -0.67
H -4.62 -3.06 1.21
H -2.55 -1.96 2.43
P -3.32 2.90 -2.38
C 3.34 -0.81 0.94
H -4.58 -5.36 0.36
H -3.94 -1.51 4.23
H -0.85 3.69 -6.22
C -0.65 -0.39 -4.00
H -4.32 -0.60 -5.67
C -2.84 -1.29 -3.20
H -2.17 2.64 4.98
H 0.05 6.02 -1.95
F -4.66 3.25 -1.54
C 1.81 4.31 -2.52
H 1.22 6.53 -5.05
C -3.94 -4.62 -0.12
N 3.67 -2.09 1.60
H -3.16 -5.14 3.83
H 0.70 3.32 5.72
H 0.18 -0.62 -4.67
C -0.58 -4.81 2.79
H 5.04 4.10 -4.68
H 5.87 0.89 4.29
H -0.12 -0.69 4.84
H 2.29 -0.84 0.65
H 1.49 -0.34 8.18
C -3.70 -3.51 0.88
H 3.49 0.06 1.58
H -1.48 3.94 1.56
C 4.67 4.61 -5.56
H 1.97 -0.13 5.82
F 2.24 0.71 -2.92
H -3.35 -3.51 -2.87

Largest force on an atom = 3.01 eV/A
Total charge = +2
Kohn-Sham gap = 8.468 eV

Atom charges from the Mulliken analysis, given in e for atoms 1 to 2: C -0.673; F -0.409

Below is a cluster of 9 separate species, C42H103N4O24P5 in total, with properties calculated with wB97M-V/def2-TZVPD.

Positions of all 178 atoms, in Å:
H -8.80 23.97 14.14
C -6.99 7.60 5.77
H -8.75 19.89 13.58
H -10.83 3.69 9.39
H -6.66 7.53 4.74
O -6.44 20.34 -3.04
H 1.94 20.54 0.41
H -0.47 23.17 8.19
C -10.99 5.04 7.67
H -5.07 15.44 3.95
C 0.04 22.51 8.89
N 3.70 21.38 -0.28
H -5.68 23.64 -6.07
C 1.29 13.64 18.53
H -12.69 6.25 3.58
H -0.89 24.96 5.66
C 3.77 20.35 -1.24
H 0.59 25.59 5.02
H -5.56 19.20 4.01
H 2.20 13.20 18.95
H -3.56 19.04 4.08
H 0.93 14.28 19.34
P -10.56 6.30 5.47
C 2.50 21.47 0.51
N -4.58 17.37 4.53
C 4.35 27.98 9.26
H -0.36 21.50 8.86
O 5.83 22.21 -0.36
H -9.28 4.38 8.69
H -10.21 23.04 14.41
C -12.29 5.24 3.68
H 1.65 13.72 16.34
C -10.27 3.98 8.50
H -9.80 21.21 -2.94
H -2.24 19.24 15.40
H 4.43 22.89 0.98
C -8.82 23.61 9.19
H -7.95 23.00 9.44
H -4.16 17.47 -4.46
H 1.90 22.31 0.19
H -10.01 20.23 10.82
O -11.76 22.32 11.35
H -11.05 5.95 8.26
C -13.86 13.99 8.51
H -0.35 17.79 17.36
O -4.86 21.72 -1.43
O -4.92 22.11 -4.07
H -8.78 7.67 7.01
C -8.45 7.82 5.99
H -2.83 13.28 13.99
H -7.68 21.22 -1.62
H 0.81 27.32 6.86
O 1.34 16.28 14.74
H -11.78 13.93 7.09
H -6.91 22.47 -5.90
H -13.05 13.32 8.79
O -9.29 21.96 11.76
C -3.43 17.99 4.39
H 4.78 20.20 -1.62
C 4.68 22.23 0.14
H -6.47 18.06 5.19
H -11.47 3.56 2.55
H 6.89 15.18 8.22
H -14.28 16.39 6.03
H -10.35 3.01 8.02
O 0.51 15.30 17.00
H -7.45 22.20 -2.94
H 2.04 21.80 9.19
O 0.60 25.38 7.88
O -11.58 7.30 5.88
C -12.43 14.71 6.66
C -7.58 21.14 -2.70
H -12.96 4.71 4.36
O -0.99 16.79 15.73
H -0.83 26.62 5.10
C -9.27 20.60 11.53
C -9.88 24.07 14.22
C -8.90 20.73 -3.34
H -6.35 17.64 3.50
H 0.17 18.52 15.86
C 4.26 13.64 7.33
H -11.76 24.60 13.17
C 1.55 22.63 8.69
N -13.52 14.90 7.39
C -0.27 25.86 5.64
H -2.85 14.93 13.60
H 3.06 20.40 -2.06
H -4.09 21.31 -5.68
H -10.43 25.74 13.15
H 2.58 14.90 17.23
H 3.69 14.56 7.54
H -8.26 20.44 11.15
H -0.19 22.87 9.89
O 3.80 12.54 7.15
C -4.56 17.64 -3.46
H 5.16 27.26 9.17
O -0.45 14.38 14.86
H -8.70 8.85 5.72
H -14.73 13.37 8.30
H 0.48 12.93 18.38
N 5.55 13.89 7.42
C -3.86 18.67 -2.62
H 7.39 13.30 6.71
H 4.22 27.92 10.34
C -2.33 14.01 13.35
H 5.22 15.92 7.64
H -5.63 17.82 -3.53
O -10.18 24.35 11.80
H -6.36 8.33 6.30
H -4.42 16.74 -2.86
H -12.98 4.34 1.88
O -10.94 5.38 4.14
P -5.02 21.11 -2.81
C -5.11 21.56 -5.36
O 2.99 24.94 6.85
H -9.05 20.89 -4.40
P 0.20 15.75 15.52
C -9.55 19.88 12.84
O -10.02 23.09 9.59
H -14.67 16.72 7.72
H 1.71 22.56 7.62
O 2.16 23.78 9.12
P -10.44 22.85 11.11
C -5.88 22.58 -6.24
H 4.71 28.98 9.01
H -9.56 25.57 9.06
H 3.73 19.47 -0.59
O -3.98 19.92 -3.24
H 6.31 11.93 7.19
O -10.16 5.19 6.61
H -11.89 4.67 7.17
H -7.95 25.49 8.62
H -0.61 15.16 12.92
H 6.47 15.51 6.53
C 0.16 26.46 6.97
H -1.30 19.98 16.70
C -14.52 15.93 6.99
C 6.63 12.95 7.40
H -0.21 13.51 13.09
C 3.09 27.44 8.57
H -2.58 13.73 12.33
H -6.70 6.63 6.18
H -4.56 18.67 -1.79
H -5.53 15.87 5.65
H -10.09 24.57 15.17
H -8.22 25.39 10.33
C -12.04 4.48 2.40
C -0.67 18.02 16.35
H -9.67 18.82 12.61
H -3.84 15.47 5.25
H -14.11 14.56 9.40
O -2.35 17.47 4.59
H 3.23 27.49 7.49
C 1.62 14.38 17.21
C -1.79 19.06 16.37
C 6.07 15.25 7.51
H 2.70 21.74 1.55
H -0.86 26.71 7.28
H -15.43 15.35 6.84
P 2.14 25.03 8.10
H -10.53 20.12 13.25
H -2.87 18.41 -2.26
O -12.13 15.32 5.66
C -5.85 18.19 4.30
H -9.12 19.71 -2.99
H -5.63 20.61 -5.29
O -9.12 7.01 5.06
O 2.62 26.25 9.09
H -11.45 5.15 1.78
C -4.76 15.93 4.88
H -8.97 23.44 8.12
H -2.54 18.67 17.06
C -0.84 14.29 13.53
C -10.68 24.68 13.08
H 2.25 28.10 8.78
C -8.64 25.09 9.37
H 7.01 12.81 8.41
H -5.93 22.30 -7.29

ΔE to the lowest compared entry with this formula, charge and spin = 166.9 kcal per mole
Largest force on an atom = 5.36 eV/A
SMILES string = CCOP(=O)(OCC)OCC.CCOP(=O)(OCC)OCC.CCOP(=O)(OCC)OCC.CCOP(=O)(OCC)OCC.CCOP(=O)(OCC)OCC.CN(C)C=O.CN(C)C=O.CN(C)C=O.CN(C)C=O
Kohn-Sham gap = 9.292 eV

Atom charges from the Mulliken analysis, given in e for atoms 1 to 2: H 0.278; C -1.255